1.
2 unconnected molecules or ions with the total composition C5H14, computed with wB97M-V/def2-TZVPD.

## Properties
Structure (SMILES): CCC.CC
HOMO level: -10.9487 eV
Frontier orbital gap: 11.97 eV

Last column: Mulliken charge in e.
Element x y z (Å)
C: 0.26761 2.16940 -2.92019  -0.992
C: 0.10456 1.40956 -1.59949  -0.679
H: 1.21488 2.65876 -3.00067  0.271
H: 0.08765 1.35412 -3.58661  0.292
H: -0.54183 2.80787 -3.06493  0.320
H: 0.79810 1.61292 -0.83202  0.330
H: -0.90988 1.65774 -1.22900  0.252
H: 0.54329 0.35846 -1.95392  0.205
C: -0.17871 -1.05536 1.09099  0.176
C: 1.16359 -0.96676 1.78496  -1.106
C: -1.40122 -1.65539 1.82737  -1.214
H: -0.51891 -0.06566 0.76135  0.035
H: -0.02141 -1.61138 0.04212  0.221
H: 1.18771 -0.15815 2.49865  0.316
H: -1.27698 -2.66175 2.17806  0.345
H: 1.95056 -0.67809 1.02686  0.280
H: 1.53937 -1.85149 2.33338  0.327
H: -1.58026 -1.01485 2.68312  0.330
H: -2.20723 -1.81714 1.04180  0.290

---

2.
2 unconnected molecules or ions with the total composition C5H14, computed with wB97M-V/def2-TZVPD.

## Properties
Structure (SMILES): CCC.CC
HOMO level: -11.2017 eV
Frontier orbital gap: 12.31 eV

Last column: Mulliken charge in e.
Element x y z (Å)
C: 2.46341 0.07615 1.20770  -0.629
C: 3.06620 0.26493 -0.20694  -0.874
H: 3.20689 -0.55546 1.71280  0.287
H: 2.29648 0.98659 1.76121  0.283
H: 1.63119 -0.60585 1.11418  0.095
H: 4.14759 0.35173 -0.19360  0.315
H: 2.69676 1.22502 -0.59291  0.248
H: 2.68406 -0.45011 -0.92217  0.289
C: -2.43892 -0.60166 -0.31897  -0.329
C: -1.05953 -0.59213 0.37720  -1.099
C: -2.63611 0.76579 -1.08391  -1.067
H: -2.41333 -1.41530 -1.03601  0.258
H: -3.24534 -0.61266 0.40931  0.320
H: -0.81702 0.32944 0.90220  0.362
H: -2.25874 1.59036 -0.49788  0.325
H: -2.25365 0.68980 -2.10320  0.284
H: -0.33585 -0.83362 -0.39002  0.254
H: -1.02010 -1.38830 1.13108  0.361
H: -3.71397 0.77526 -1.27008  0.317

---

3.
2 unconnected molecules or ions with the total composition C5H14, computed with wB97M-V/def2-TZVPD.

## Properties
Structure (SMILES): CCC.CC
HOMO level: -11.1853 eV
Frontier orbital gap: 12.28 eV

Last column: Mulliken charge in e.
Element x y z (Å)
C: 0.63446 -1.28727 0.86638  0.598
C: 1.51410 -0.38933 1.71077  -1.197
C: 1.37076 -2.36926 0.01210  -1.031
H: -0.03193 -1.84362 1.44359  0.287
H: 0.02760 -0.77782 0.14132  -0.478
H: 2.03556 -0.86005 2.58129  0.317
H: 1.11164 -2.29692 -1.03034  0.321
H: 1.08815 0.51421 2.16375  0.338
H: 2.34934 0.19042 1.20472  0.314
H: 2.44320 -2.24950 0.04937  0.290
H: 1.07612 -3.37801 0.32809  0.252
C: -1.73064 1.26345 -1.65097  -0.520
C: -1.71717 2.39462 -0.74411  -0.847
H: -2.63670 0.76359 -1.77241  0.314
H: -1.27648 1.50810 -2.57425  0.312
H: -1.01696 0.51522 -1.27161  -0.098
H: -0.88552 3.13765 -0.87315  0.271
H: -1.72591 2.20063 0.33514  0.268
H: -2.62961 2.96391 -0.91968  0.291

---

Preferred: 2; penalty for the next structure: 0.0096 hartree.